1.
7
Properties=species:S:1:pos:R:3 method="wB97M-V/def2-TZVPD" homo_lumo_gap_ev=9.57 homo_energy_ev=-10.3 e_above_lowest_kcal_mol=21.8 total_energy_ha=-819.40261 spin_multiplicity=1
H 0.33729 -0.00307 1.97626
N 1.14074 0.57044 -1.59391
O -0.83858 0.92059 -0.12638
S -0.01338 1.39416 -1.52105
H -1.32753 -1.46441 0.73185
H 0.81925 -0.99009 -0.13917
Si -0.11780 -0.42763 0.67239

***

2.
17
Properties=species:S:1:pos:R:3 method="wB97M-V/def2-TZVPD" homo_lumo_gap_ev=10.40 smiles=NCCC1CC1 homo_energy_ev=-9.2 e_above_lowest_kcal_mol=26.6 total_energy_ha=-251.82015 spin_multiplicity=1
H 1.21596 -1.19965 -2.01324
H 0.38110 0.38011 1.87363
H -0.47125 -2.07697 -2.11803
H 1.53419 0.52447 -0.34854
H -1.88203 1.17281 1.18259
H -0.24477 -2.66988 0.34006
N -1.13835 1.87029 1.29746
C 0.32478 -1.82054 -0.05185
C 0.44037 0.73054 -0.23094
H -1.38277 -0.54087 -0.46969
H 0.12290 1.46039 -1.00324
C 0.17325 1.25811 1.16862
C -0.30187 -0.54671 -0.51699
H 1.29338 -1.65723 0.44408
H -1.23254 2.58616 0.53564
C 0.24045 -1.51137 -1.54649
H 0.92719 2.04035 1.45694

***

3.
26
Properties=species:S:1:pos:R:3 method="wB97M-V/def2-TZVPD" homo_lumo_gap_ev=9.99 smiles=Cc1ccccc1.CCC homo_energy_ev=-9.0 e_above_lowest_kcal_mol=23.1 total_energy_ha=-390.59908 spin_multiplicity=1
H -1.46848 2.58517 -2.78864
C -1.56406 0.58279 -0.15789
H -2.23112 0.34928 -2.25104
H 2.45717 -0.55140 0.59609
H 2.44699 -0.74433 2.24171
C 1.87942 -3.54138 0.16561
H -1.87249 -1.57083 0.12794
C -0.63071 1.25015 0.67724
H -2.16515 -0.59331 1.50829
H 0.91501 -3.17292 -0.19953
H 0.93596 -1.16982 1.43285
H 0.37276 3.66750 -1.38851
H 2.46781 -3.72861 -0.73826
C -1.07347 2.13181 -1.88440
H -0.66850 0.90904 1.69645
H 3.62110 -2.62433 1.15864
C -2.28726 -0.60502 0.42590
C -1.68405 0.90848 -1.51200
H 1.62965 -4.55377 0.49676
C 0.06194 2.34836 0.21595
H -3.35808 -0.57527 0.22517
H 2.52964 -3.16426 2.15887
C 2.01892 -1.21442 1.34828
C -0.18967 2.79501 -1.08306
H 0.72644 2.80591 0.93807
C 2.52052 -2.63445 1.18728

***

4.
58
Properties=species:S:1:pos:R:3 method="wB97M-V/def2-TZVPD" homo_lumo_gap_ev=4.10 total_charge=+1 homo_energy_ev=-11.2 e_above_lowest_kcal_mol=36.5 total_energy_ha=-1852.04957 spin_multiplicity=1
H -16.27285 15.22982 8.37121
H -19.21455 14.55553 7.69736
O -17.90464 12.78703 12.44327
O -17.92672 7.88140 6.27141
C -21.83001 8.54702 5.94528
H -22.10805 11.13182 10.34676
O -22.58291 11.18784 7.88380
H -20.24854 12.16093 8.96336
H -18.05963 13.30856 9.59458
H -17.28224 11.64733 9.39823
O -22.40445 11.65250 11.10415
H -18.65136 8.11370 6.85860
H -18.33455 7.30537 5.61454
O -23.92415 7.28647 6.10918
O -20.12273 14.87467 7.62075
H -24.29501 8.62754 9.54960
H -17.14429 13.12228 12.94361
O -15.06530 13.34327 7.88807
H -18.34162 5.65777 10.18470
H -15.28223 12.41125 7.77062
O -15.82723 8.90231 9.48223
H -18.56702 16.09998 11.19684
H -17.56384 6.96259 10.11789
O -17.98000 6.35703 10.74091
C -23.58048 12.66828 6.37795
H -17.82469 13.18094 11.55254
O -23.80764 9.43245 6.72081
O -23.00453 13.18718 8.74540
O -21.64079 9.84588 6.07659
O -24.12116 13.66701 6.01241
C -18.10739 12.31050 9.14201
H -20.15017 14.63848 11.28957
C -19.42089 11.55072 9.34317
H -15.26878 9.68202 9.40123
O -19.67731 11.31140 10.71051
C -23.04770 12.42641 7.81769
O -19.00016 15.54061 10.53853
O -21.06594 7.71425 5.55975
H -14.29422 13.34369 8.46732
H -18.49760 15.69132 9.71560
O -20.65901 13.82379 11.56282
B -22.79426 10.55114 6.62816
H -23.14758 9.51513 9.10286
H -18.74754 9.47037 9.00809
H -21.18374 13.57381 10.77603
O -17.05144 15.72705 8.08714
H -19.17483 10.38111 7.49816
H -20.37370 9.79282 8.57632
C -19.37495 10.24137 8.55995
H -16.69959 16.46836 7.57966
O -23.43285 11.54710 5.71518
H -16.72649 9.24552 9.52970
Y -20.13961 11.87351 12.93065
C -23.31906 8.31566 6.21464
H -20.58907 14.48238 8.36745
H -23.31588 11.90100 10.88871
H -18.02909 12.62237 8.09637
O -23.78157 9.39874 9.81960